Below is C10H27BF3NO5V as an isolated structure at a distorted geometry, with properties calculated with ωB97M-V with the def2-TZVPD basis set.

XYZ file:
```
48
Properties=species:S:1:pos:R:3:forces:R:3:lowdin_spin:R:1
V 0.008733 -0.879052 0.217761 -0.18 2.75 -0.04 2.783
C -0.197837 2.397488 1.546661 1.55 -3.92 2.84 0.001
O -1.450057 2.706788 2.142121 -1.27 0.36 -1.19 0.001
O -0.046007 0.967648 1.531661 -0.13 1.78 -1.58 0.033
C 0.176643 3.112748 0.236881 -1.51 2.15 0.47 0.001
F 1.382923 2.960508 -0.367669 -0.94 -0.40 0.94 0.000
F -0.774007 2.906778 -0.686799 0.17 -0.30 -0.54 0.000
F 0.058263 4.487978 0.520181 0.67 -1.08 -0.46 0.000
C -1.691227 3.927208 2.862301 0.60 -0.06 0.75 0.000
C -1.052127 4.011318 4.314711 -0.62 -0.54 -1.31 0.000
H 0.033083 3.913548 4.285291 -0.03 0.15 0.02 0.000
H -1.341797 4.950218 4.786581 0.14 0.14 -0.16 0.000
H -1.453127 3.215158 4.941951 0.05 -0.13 -0.11 0.000
H -2.775957 3.970678 2.960121 0.01 -0.17 0.08 0.000
H -1.424527 4.807248 2.277071 0.27 -0.04 -0.01 0.000
H 0.421303 2.735738 2.377541 1.37 0.51 -0.63 0.000
B -1.810627 -2.200552 0.933261 -0.14 -0.63 0.21 0.041
H -2.707297 -2.638582 0.522951 -3.27 -1.30 -1.96 0.005
H -0.940647 -2.607062 0.441181 2.89 -2.04 -1.60 0.009
H -1.804017 -1.121992 0.903241 -0.24 4.46 -0.30 0.003
H -1.797177 -2.470032 1.977981 0.30 -0.95 4.02 0.009
C 2.743033 -1.725262 1.204931 1.85 1.70 0.30 0.003
C 3.137673 -1.146792 -0.160669 -1.03 -0.38 -0.64 0.002
O 2.155013 -0.139912 -0.611739 0.26 -1.81 0.88 0.015
O 1.365163 -2.029072 1.360611 1.32 0.17 0.15 0.036
H 3.199453 -0.963732 1.837261 -1.17 0.16 1.18 0.000
H 3.302143 -2.622132 1.471611 0.27 -0.14 -0.67 0.000
H 3.199853 -2.071462 -0.734439 -0.13 0.62 -1.26 0.000
H 4.075843 -0.593442 -0.202529 0.27 -0.62 0.67 0.000
H 2.458243 0.197008 -1.457999 -0.06 0.09 -0.05 0.001
H 1.394553 -2.645222 2.096201 -1.16 -0.05 0.20 0.004
C -1.838007 -0.261332 -3.794599 -0.06 -0.31 -0.93 0.002
C -1.253217 -0.816042 -2.476989 0.00 -1.20 -1.28 0.007
C -0.294167 -2.126412 -2.657959 -1.62 1.73 0.08 0.002
O 0.227343 -2.496102 -1.403339 1.24 -0.58 0.27 0.019
C 1.176673 -3.603852 -1.547959 -1.17 0.56 -0.13 0.003
N -0.564377 0.245888 -1.770509 0.36 -0.58 0.20 0.013
H -1.167557 0.307488 -4.438829 0.75 -0.15 0.24 0.000
H -2.648557 0.456528 -3.668959 -0.14 -0.11 0.72 0.000
H -2.260107 -1.006062 -4.469379 0.00 -0.39 0.22 0.000
H -2.122417 -1.060172 -1.866249 0.19 -0.63 0.16 0.002
H 0.538363 -1.982262 -3.346609 0.06 0.53 -0.30 0.000
H -0.917637 -2.912782 -3.083399 -0.10 -0.21 0.11 0.000
H 2.083333 -3.246652 -2.036309 -0.11 -0.11 -0.38 0.000
H 0.619903 -4.344142 -2.122489 0.50 -0.23 -0.21 0.000
H 1.472923 -4.068662 -0.607599 -0.48 0.50 0.27 0.000
H -1.147487 1.060158 -1.901069 -0.03 0.40 0.71 0.002
H 0.249503 0.440678 -2.335979 0.46 0.33 0.09 0.001
```
Forces are in eV/Å.

Values from the calculation:
E_HOMO (alpha / beta), eV: -6.83 / -7.77
Expectation value of S²: 3.75
2S+1: 4
HOMO-LUMO gap (alpha / beta), eV: 6.6 / 7.5
E_tot, eV: -57047.0845
Energy relative to the best compared isomer or geometry (same formula, charge and spin), kJ/mol: 345.8